No. 1
Formula: C27H29IrN12O4PS2
Source: the OMol25 dataset
Level of theory: wB97M-V/def2-TZVPD

Computed properties:
* <S²>: 0.759
* electronic energy: -3245.854195 hartree
* HOMO energy (spin up / spin down): -13.50 / -13.49 eV
* relative energy (zero: lowest compared OMol25 entry of this formula, charge and spin): 23.0 kcal/mol
* LUMO (spin up / spin down): -5.70 / -8.21 eV

ORCA input file:
```
! wB97M-V def2-TZVPD RIJCOSX def2/J DEFGRID3
* xyz 2 2
Ir 0.45 0.87 0.21
C 0.54 1.62 5.43
N 1.07 2.52 4.41
C 1.32 3.86 4.57
C 1.78 4.33 3.39
N 1.81 3.27 2.51
C 1.35 2.17 3.14
S 1.13 0.62 2.48
C 2.40 3.35 1.20
C 3.47 4.23 1.09
C 3.97 4.52 -0.16
C 3.36 3.93 -1.25
C 2.37 3.01 -1.03
N 1.89 2.67 0.18
H 0.54 2.15 6.38
H 1.19 0.74 5.52
H -0.47 1.32 5.18
H 1.14 4.37 5.50
H 2.06 5.33 3.10
H 3.90 4.67 1.98
H 4.80 5.21 -0.27
H 3.68 4.15 -2.26
H 1.93 2.50 -1.86
O 3.33 0.24 1.52
S 3.10 -0.45 0.19
O 3.87 -1.64 0.00
O 3.16 0.47 -0.94
O 1.58 -0.84 0.29
N -3.08 -8.52 3.63
C -2.92 -7.46 3.23
C -2.71 -6.12 2.73
C -3.58 -5.60 1.78
C -3.38 -4.32 1.29
C -2.31 -3.57 1.77
C -1.45 -4.08 2.73
C -1.64 -5.36 3.21
N -2.10 -2.25 1.26
C -3.07 -1.34 0.91
C -2.43 -0.23 0.47
N -1.07 -0.46 0.56
C -0.90 -1.68 1.03
H -4.41 -6.19 1.42
H -4.04 -3.92 0.54
H -0.64 -3.48 3.12
H -0.98 -5.78 3.95
H -4.12 -1.54 1.02
H -2.87 0.69 0.12
H 0.05 -2.17 1.19
C 1.30 -0.79 -4.76
N 0.60 -1.73 -3.77
C -0.91 -1.72 -4.09
N -1.43 -0.40 -4.06
C -0.72 0.45 -5.02
N 0.71 0.51 -4.71
C 1.01 1.24 -3.48
P 0.23 0.39 -2.03
C 0.86 -1.32 -2.35
C -1.47 0.18 -2.72
H 1.17 -1.23 -5.74
H 2.35 -0.76 -4.48
H 0.96 -2.67 -3.90
H -1.40 -2.36 -3.35
H -1.01 -2.16 -5.08
H -1.14 1.45 -4.99
H -0.85 0.04 -6.02
H 0.63 2.26 -3.57
H 2.10 1.27 -3.34
H 0.36 -2.02 -1.68
H 1.94 -1.36 -2.16
H -1.99 1.15 -2.75
H -2.05 -0.47 -2.06
N -4.75 2.33 -0.85
C -3.95 2.93 -0.29
N -2.98 3.58 0.38
C -1.86 2.99 0.26
N -0.83 2.45 0.15
*
```


No. 2
Formula: C26H40N4O2
Source: the OMol25 dataset
Level of theory: wB97M-V/def2-TZVPD

Computed properties:
* electronic energy: -1384.315706 hartree
* HOMO energy: -8.15 eV
* relative energy (zero: lowest compared OMol25 entry of this formula, charge and spin): 4.3 kcal/mol
* LUMO: 0.13 eV

ORCA input file:
```
! wB97M-V def2-TZVPD RIJCOSX def2/J DEFGRID3
* xyz 0 1
C 6.90 1.68 0.18
C 6.05 0.61 -0.51
N 4.64 0.90 -0.38
C 4.16 1.94 -1.28
C 3.29 2.94 -0.52
C 3.80 -0.28 -0.32
C 3.65 -0.76 1.12
C 2.85 -2.06 1.22
N 1.44 -1.91 0.94
C 0.59 -1.38 1.99
C -0.33 -0.28 1.53
C -0.02 0.60 0.56
C -0.93 1.61 0.12
C -0.63 2.50 -0.91
C -1.56 3.44 -1.29
C -2.81 3.54 -0.66
C -3.77 4.59 -1.12
C -3.13 2.66 0.37
C -4.45 2.70 1.08
C -2.18 1.70 0.76
N -2.46 0.79 1.75
C -1.64 -0.23 2.17
O -2.04 -1.02 3.01
C 0.94 -2.43 -0.23
O 1.68 -2.82 -1.12
N -0.41 -2.49 -0.32
C -1.08 -2.87 -1.54
C -1.77 -1.67 -2.19
C -2.98 -1.20 -1.38
C -3.97 -2.34 -1.19
C -3.30 -3.51 -0.49
C -2.09 -4.00 -1.29
H 6.77 2.65 -0.29
H 7.95 1.41 0.14
H 6.60 1.77 1.22
H 6.24 -0.35 -0.02
H 6.36 0.52 -1.56
H 5.01 2.46 -1.72
H 3.58 1.51 -2.12
H 3.88 3.42 0.25
H 2.45 2.45 -0.05
H 2.91 3.71 -1.20
H 2.81 -0.05 -0.73
H 4.21 -1.10 -0.93
H 3.17 0.03 1.71
H 4.64 -0.93 1.55
H 2.96 -2.49 2.22
H 3.24 -2.77 0.49
H 1.25 -0.98 2.77
H -0.01 -2.17 2.46
H 0.95 0.54 0.07
H 0.32 2.44 -1.41
H -1.33 4.13 -2.09
H -4.70 4.14 -1.48
H -4.01 5.28 -0.32
H -3.34 5.16 -1.94
H -4.30 2.85 2.16
H -5.07 3.51 0.72
H -4.99 1.77 0.93
H -3.37 0.82 2.20
H -0.99 -2.24 0.46
H -0.29 -3.23 -2.21
H -1.05 -0.85 -2.29
H -2.10 -1.95 -3.20
H -2.64 -0.84 -0.41
H -3.46 -0.36 -1.89
H -4.83 -1.99 -0.61
H -4.34 -2.66 -2.17
H -2.98 -3.20 0.51
H -4.01 -4.33 -0.37
H -1.59 -4.81 -0.76
H -2.43 -4.38 -2.25
*
```


No. 3
Formula: C49H41Br3N8O16
Source: the OMol25 dataset
Level of theory: wB97M-V/def2-TZVPD

Computed properties:
* electronic energy: -11254.853711 hartree
* HOMO energy: -9.90 eV
* relative energy (zero: lowest compared OMol25 entry of this formula, charge and spin): 40.6 kcal/mol
* LUMO: -0.81 eV

ORCA input file:
```
! wB97M-V def2-TZVPD RIJCOSX def2/J DEFGRID3
* xyz 0 1
C 7.23 3.18 -10.22
Br 9.16 3.16 -10.80
Br 6.68 1.38 -9.61
Br 6.24 3.78 -11.85
H 7.04 3.93 -9.45
C 7.92 6.55 0.77
C 6.64 6.75 0.32
C 6.20 6.01 -0.79
C 7.10 5.20 -1.57
C 8.40 5.03 -1.10
C 8.81 5.63 0.13
N 6.72 4.39 -2.78
O 5.55 4.11 -2.95
O 7.65 4.09 -3.53
H 8.25 7.12 1.62
H 5.95 7.40 0.83
H 5.18 6.21 -1.04
H 9.15 4.37 -1.52
H 9.83 5.52 0.49
C 14.36 8.60 -6.37
C 15.44 9.28 -6.92
C 15.67 9.15 -8.29
C 14.76 8.46 -9.07
C 13.63 7.81 -8.53
C 13.42 7.93 -7.17
N 15.07 8.28 -10.52
O 16.24 8.54 -10.90
O 14.26 7.83 -11.32
H 14.27 8.60 -5.30
H 16.11 9.85 -6.29
H 16.56 9.62 -8.70
H 12.96 7.40 -9.27
H 12.53 7.47 -6.76
C 0.49 8.47 -2.12
C -0.01 7.40 -2.84
C 0.44 7.12 -4.12
C 1.55 7.84 -4.62
C 2.17 8.81 -3.83
C 1.64 9.13 -2.60
N 2.17 7.38 -5.90
O 1.62 6.58 -6.62
O 3.22 7.91 -6.23
H 0.10 8.64 -1.13
H -0.91 6.87 -2.59
H -0.04 6.30 -4.63
H 3.06 9.32 -4.19
H 2.09 9.87 -1.96
C 0.00 7.99 -13.39
C 1.37 8.33 -13.51
C 1.82 8.84 -14.68
C 0.95 9.36 -15.62
C -0.42 9.18 -15.45
C -0.91 8.45 -14.35
N 1.46 10.16 -16.76
O 0.72 10.47 -17.68
O 2.66 10.48 -16.71
H -0.39 7.48 -12.53
H 2.13 8.08 -12.78
H 2.90 8.93 -14.71
H -1.15 9.57 -16.15
H -1.98 8.38 -14.22
C 11.03 -3.87 -11.12
C 11.41 -5.17 -10.60
C 12.76 -5.50 -10.45
C 13.71 -4.47 -10.71
C 13.33 -3.26 -11.32
C 12.02 -2.99 -11.56
N 15.18 -4.76 -10.46
O 16.00 -3.94 -10.87
O 15.50 -5.85 -9.96
H 10.00 -3.62 -11.33
H 10.68 -5.96 -10.47
H 13.11 -6.49 -10.20
H 13.99 -2.44 -11.54
H 11.76 -2.05 -12.02
C 13.13 -0.68 -5.47
C 14.00 -1.12 -4.51
C 14.66 -0.17 -3.63
C 14.35 1.15 -3.73
C 13.58 1.56 -4.85
C 13.04 0.65 -5.76
N 14.82 2.18 -2.70
O 15.79 1.91 -2.02
O 14.07 3.16 -2.54
H 12.52 -1.35 -6.06
H 14.19 -2.17 -4.40
H 15.38 -0.58 -2.93
H 13.39 2.62 -4.94
H 12.37 0.91 -6.57
C 8.52 7.12 -18.52
C 9.05 6.97 -17.27
C 9.88 5.87 -17.07
C 10.34 5.03 -18.10
C 9.83 5.29 -19.39
C 8.92 6.36 -19.59
N 11.39 4.04 -17.95
O 12.16 3.78 -18.84
O 11.51 3.47 -16.82
H 7.86 7.97 -18.68
H 8.67 7.52 -16.43
H 10.29 5.62 -16.10
H 10.11 4.65 -20.21
H 8.47 6.58 -20.54
C -0.20 -0.28 -7.61
C -1.24 -1.14 -7.92
C -1.08 -2.53 -7.67
C 0.12 -2.97 -7.07
C 1.11 -2.06 -6.75
C 1.00 -0.75 -7.13
N 0.29 -4.39 -6.71
O 1.03 -4.70 -5.74
O -0.34 -5.23 -7.35
H -0.33 0.75 -7.92
H -2.15 -0.77 -8.37
H -1.86 -3.22 -7.98
H 1.99 -2.35 -6.19
H 1.82 -0.11 -6.84
*
```


No. 4
Formula: C2H4Br2Si
Source: the OMol25 dataset
Level of theory: wB97M-V/def2-TZVPD

Computed properties:
* electronic energy: -5516.060721 hartree
* HOMO energy (spin up / spin down): -8.02 / -8.01 eV
* relative energy (zero: lowest compared OMol25 entry of this formula, charge and spin): 24.9 kcal/mol
* LUMO (spin up / spin down): -0.26 / -0.25 eV

ORCA input file:
```
! wB97M-V def2-TZVPD RIJCOSX def2/J DEFGRID3
* xyz 0 1
C 1.60 0.42 0.61
C 1.10 -0.75 0.25
Si -1.57 -0.07 -0.69
Br -3.06 -1.42 0.13
Br -1.80 2.06 0.11
H 2.66 0.40 0.85
H 1.20 1.42 0.76
H 1.26 -1.72 0.07
H -1.40 -0.34 -2.09
*
```


No. 5
Formula: C4H5NO2
Source: the OMol25 dataset
Level of theory: wB97M-V/def2-TZVPD

Computed properties:
* electronic energy: -360.513825 hartree
* HOMO energy: -8.12 eV
* relative energy (zero: lowest compared OMol25 entry of this formula, charge and spin): 97.6 kcal/mol
* LUMO: 0.57 eV

ORCA input file:
```
! wB97M-V def2-TZVPD RIJCOSX def2/J DEFGRID3
* xyz 0 1
O -1.27 -2.51 2.14
C -1.39 -1.56 1.52
C 0.69 -0.86 0.22
C 0.07 -0.54 -1.07
N -0.19 0.48 -0.01
C 0.41 1.75 -0.09
O 1.29 2.03 -0.86
H -1.06 0.39 0.51
H 1.72 -0.47 0.23
H -0.86 -1.05 -1.34
H 0.60 -0.11 -1.92
H 0.00 2.45 0.66
*
```


No. 6
Formula: C3H8N2O2
Source: the OMol25 dataset
Level of theory: wB97M-V/def2-TZVPD

Computed properties:
* electronic energy: -378.873910 hartree
* HOMO energy: -9.12 eV
* relative energy (zero: lowest compared OMol25 entry of this formula, charge and spin): 167.6 kcal/mol
* LUMO: 1.14 eV

ORCA input file:
```
! wB97M-V def2-TZVPD RIJCOSX def2/J DEFGRID3
* xyz 0 1
C -2.21 -0.82 -0.24
O -1.62 0.37 -0.57
N -0.64 0.71 0.47
C 0.04 1.90 0.32
N 0.73 0.81 -0.32
O 1.75 0.33 0.44
C 2.16 -0.98 -0.08
H -1.83 -1.19 0.73
H -2.03 -1.61 -1.08
H -3.35 -0.78 -0.16
H -0.33 2.67 -0.31
H 0.47 2.35 1.32
H 2.56 -1.52 0.82
H 2.98 -0.87 -0.75
H 1.32 -1.38 -0.59
*
```


No. 7
Formula: C2H4O4
Source: the OMol25 dataset
Level of theory: wB97M-V/def2-TZVPD

Computed properties:
* electronic energy: -379.325290 hartree
* HOMO energy (spin up / spin down): -9.79 / -9.79 eV
* relative energy (zero: lowest compared OMol25 entry of this formula, charge and spin): 171.4 kcal/mol
* LUMO (spin up / spin down): -3.34 / -3.34 eV

ORCA input file:
```
! wB97M-V def2-TZVPD RIJCOSX def2/J DEFGRID3
* xyz 0 1
C -0.41 -0.18 -0.11
C 1.09 0.35 0.07
O -0.59 -1.36 -0.25
O -3.57 -0.37 0.37
O -1.09 0.84 -0.07
O -3.21 0.71 -0.27
H 1.29 1.07 -0.71
H 1.73 -0.51 0.00
H 1.15 0.83 1.04
H -3.43 -1.14 -0.23
*
```


No. 8
Formula: C19H61N18O11
Source: the OMol25 dataset
Level of theory: wB97M-V/def2-TZVPD

Computed properties:
* <S²>: 0.755
* electronic energy: -2573.817970 hartree
* HOMO energy (spin up / spin down): -9.32 / -9.32 eV
* LUMO (spin up / spin down): -0.23 / -4.73 eV

ORCA input file:
```
! wB97M-V def2-TZVPD RIJCOSX def2/J DEFGRID3
* xyz 0 2
C -8.55 20.41 26.81
C -7.13 19.88 26.42
C -6.95 18.32 26.62
O -6.80 20.29 25.12
H -9.33 19.90 26.26
H -8.66 21.43 26.45
H -8.68 20.23 27.88
H -6.38 20.31 27.08
H -7.68 17.66 26.16
H -6.97 18.03 27.67
H -5.93 18.02 26.35
C -8.80 14.16 25.19
C -8.37 13.68 26.56
C -7.35 12.51 26.39
O -6.70 12.27 27.63
C -6.18 10.95 27.70
N -7.74 14.85 27.21
H -9.21 13.51 24.41
H -7.99 14.68 24.68
H -9.47 14.99 25.42
H -9.24 13.45 27.17
H -6.70 12.74 25.55
H -7.90 11.68 25.95
H -5.37 10.78 26.99
H -7.00 10.30 27.41
H -6.01 10.46 28.66
H -6.95 15.15 26.65
H -7.38 14.48 28.08
C -12.14 17.64 22.86
C -11.48 18.58 23.86
C -12.48 19.29 24.85
O -13.19 20.29 24.20
C -13.93 21.19 24.97
N -10.54 17.76 24.66
H -12.88 18.19 22.29
H -12.75 16.92 23.41
H -11.55 17.16 22.09
H -10.91 19.32 23.29
H -12.08 19.67 25.79
H -13.26 18.55 25.04
H -14.50 21.89 24.37
H -13.24 21.84 25.50
H -14.60 20.71 25.69
H -9.68 18.15 25.00
H -10.21 16.97 24.11
C -6.92 18.42 21.91
O -6.98 17.86 20.79
N -7.34 17.91 23.01
N -6.47 19.65 22.08
H -7.87 17.05 23.08
H -7.31 18.55 23.80
H -6.60 20.10 22.97
H -6.46 20.18 21.23
C -9.51 22.33 23.45
O -10.12 22.88 22.52
N -9.14 21.10 23.34
N -9.04 22.97 24.43
H -8.41 20.65 23.86
H -9.30 20.60 22.47
H -8.24 22.51 24.84
H -9.28 23.95 24.44
C -9.65 17.31 29.01
O -10.64 17.77 29.55
N -9.58 17.00 27.76
N -8.52 17.02 29.65
H -10.35 17.12 27.13
H -8.87 16.29 27.66
H -7.66 16.76 29.19
H -8.57 17.35 30.60
C -6.91 22.55 29.65
O -7.42 21.70 30.39
N -5.59 22.75 29.49
N -7.56 23.25 28.78
H -4.99 22.19 30.07
H -5.23 23.48 28.88
H -7.12 24.08 28.40
H -8.50 23.02 28.51
C -5.65 18.05 31.14
O -6.14 17.70 32.23
N -5.01 17.22 30.27
N -5.65 19.27 30.61
H -4.99 16.24 30.52
H -4.70 17.59 29.39
H -6.24 19.91 31.11
H -4.85 19.72 30.19
C -3.11 19.74 24.66
O -1.94 19.84 24.41
N -3.64 20.42 25.62
N -3.99 18.96 24.03
H -4.64 20.35 25.63
H -3.13 21.12 26.14
H -4.98 18.98 24.26
H -3.66 18.79 23.09
C -3.88 15.99 26.81
O -3.62 16.73 27.74
N -3.67 16.20 25.53
N -4.49 14.86 27.06
H -3.78 15.50 24.81
H -3.40 17.13 25.27
H -4.71 14.65 28.02
H -4.48 14.30 26.23
C -5.74 23.85 24.62
O -5.33 24.99 24.71
N -6.17 23.24 25.69
N -5.76 23.06 23.63
H -6.25 23.77 26.55
H -6.29 22.24 25.70
H -6.18 22.17 23.84
H -5.39 23.26 22.71
*
```


No. 9
Formula: C6H7NS
Source: the OMol25 dataset
Level of theory: wB97M-V/def2-TZVPD

Computed properties:
* electronic energy: -685.661511 hartree
* HOMO energy: -8.15 eV
* relative energy (zero: lowest compared OMol25 entry of this formula, charge and spin): 68.0 kcal/mol
* LUMO: 0.82 eV

ORCA input file:
```
! wB97M-V def2-TZVPD RIJCOSX def2/J DEFGRID3
* xyz 0 1
S 3.05 -0.54 -0.21
C 1.46 0.20 0.10
N 1.22 1.50 -0.15
C -0.17 1.77 -0.04
C -0.73 0.55 0.07
C 0.22 -0.42 0.16
C -0.88 -1.54 -0.09
C -1.94 -0.41 -0.18
H 3.49 -1.05 1.06
H 1.98 2.12 0.24
H -0.65 2.78 -0.23
H -0.79 -2.10 -1.09
H -1.08 -2.17 0.86
H -2.54 -0.07 -1.13
H -2.63 -0.60 0.61
*
```


No. 10
Formula: C5H10NO
Source: the OMol25 dataset
Level of theory: wB97M-V/def2-TZVPD

Computed properties:
* electronic energy: -325.916620 hartree
* HOMO energy: -13.28 eV
* relative energy (zero: lowest compared OMol25 entry of this formula, charge and spin): 229.2 kcal/mol
* LUMO: -7.26 eV

ORCA input file:
```
! wB97M-V def2-TZVPD RIJCOSX def2/J DEFGRID3
* xyz 1 1
O 2.36 -2.27 -0.28
C 2.39 -1.22 -0.87
C 1.22 -0.31 -0.96
C 0.13 -0.55 0.12
C -0.73 0.73 0.39
C -1.78 0.27 1.31
N -0.47 1.92 -0.21
H 3.00 -1.24 -1.84
H 0.80 -0.73 -1.90
H 1.41 0.74 -1.25
H -0.53 -1.34 -0.36
H 0.16 -0.76 1.19
H -2.18 -0.57 0.73
H -2.67 0.61 2.23
H -2.60 0.13 2.85
H -0.92 2.24 -1.05
H 0.44 2.36 -0.09
*
```


No. 11
Formula: C3H10N2
Source: the OMol25 dataset
Level of theory: wB97M-V/def2-TZVPD

Computed properties:
* electronic energy: -229.727824 hartree
* HOMO energy: -9.97 eV
* relative energy (zero: lowest compared OMol25 entry of this formula, charge and spin): 51.1 kcal/mol
* LUMO: 1.00 eV

ORCA input file:
```
! wB97M-V def2-TZVPD RIJCOSX def2/J DEFGRID3
* xyz 0 1
C -1.72 0.23 0.32
N -2.86 -0.30 0.56
C -3.83 0.74 0.73
H -1.00 -0.39 -0.16
H -1.54 1.31 0.43
H -3.51 1.50 1.55
H -3.74 1.37 -0.20
H -4.88 0.39 0.83
C 3.67 -0.96 -0.89
N 2.58 -0.08 -0.33
H 4.48 -0.28 -1.32
H 4.14 -1.75 -0.33
H 3.11 -1.49 -1.71
H 2.00 -0.67 0.14
H 3.10 0.39 0.40
*
```


No. 12
Formula: C4H12
Source: the OMol25 dataset
Level of theory: wB97M-V/def2-TZVPD

Computed properties:
* electronic energy: -159.513905 hartree
* HOMO energy: -10.98 eV
* relative energy (zero: lowest compared OMol25 entry of this formula, charge and spin): 44.6 kcal/mol
* LUMO: 1.09 eV

ORCA input file:
```
! wB97M-V def2-TZVPD RIJCOSX def2/J DEFGRID3
* xyz 0 1
C -1.17 -1.52 -0.57
C -2.30 -2.07 0.22
H -0.28 -1.73 -0.06
H -0.97 -2.06 -1.39
H -0.90 -0.38 -0.40
H -3.42 -1.74 -0.04
H -2.24 -1.67 1.33
H -2.16 -3.15 0.49
C 2.40 1.66 0.24
C 0.95 1.91 -0.20
H 2.81 2.18 1.12
H 2.58 0.62 0.50
H 3.05 2.11 -0.41
H 0.70 2.89 -0.13
H 0.21 1.46 0.49
H 0.77 1.47 -1.18
*
```


Q: electronic energy of number 4 (C2H4Br2Si)?
A: -5516.060721 hartree


Repeat the fourth record exactly.
Formula: C2H4Br2Si
Source: the OMol25 dataset
Level of theory: wB97M-V/def2-TZVPD

Computed properties:
* electronic energy: -5516.060721 hartree
* HOMO energy (spin up / spin down): -8.02 / -8.01 eV
* relative energy (zero: lowest compared OMol25 entry of this formula, charge and spin): 24.9 kcal/mol
* LUMO (spin up / spin down): -0.26 / -0.25 eV

ORCA input file:
```
! wB97M-V def2-TZVPD RIJCOSX def2/J DEFGRID3
* xyz 0 1
C 1.60 0.42 0.61
C 1.10 -0.75 0.25
Si -1.57 -0.07 -0.69
Br -3.06 -1.42 0.13
Br -1.80 2.06 0.11
H 2.66 0.40 0.85
H 1.20 1.42 0.76
H 1.26 -1.72 0.07
H -1.40 -0.34 -2.09
*
```